The ion C12H14FN4O with charge +1 at a distorted geometry, computed with ωB97M-V with the def2-TZVPD basis set.

XYZ file:
```
32
Properties=species:S:1:pos:R:3
O 2.058 -0.069 -2.947
C 1.003 0.541 -2.390
C 1.219 1.498 -1.079
N 1.283 0.780 0.248
C 1.692 1.645 1.421
N 1.753 0.803 2.677
C 1.307 -0.555 2.148
N 1.190 -1.632 3.016
C 1.571 -1.406 4.494
C 0.401 -0.533 5.309
F -0.685 -1.393 5.834
N 1.036 -0.526 0.634
C -0.498 0.394 -3.035
C -1.043 -1.152 -3.285
C -2.559 -1.432 -3.893
C -3.597 -0.196 -4.287
C -3.020 1.352 -4.078
C -1.505 1.619 -3.459
H 2.256 2.072 -1.213
H 0.405 2.353 -0.974
H 1.916 2.787 1.293
H 0.906 -2.598 2.709
H 1.634 -2.437 5.090
H 2.644 -0.905 4.604
H -0.092 0.180 4.498
H 0.861 0.146 6.153
H 0.733 -1.299 0.002
H -0.369 -2.084 -3.008
H -2.921 -2.534 -4.054
H -4.675 -0.400 -4.701
H -3.743 2.236 -4.389
H -1.158 2.745 -3.339
```

Its spin multiplicity is 1. The value obtained for the frontier orbital gap is 7.5 eV. The calculation puts the calculated total energy at -23375.406 eV. The max |F| comes out at 0.16221 Eh/bohr. For the LUMO energy, the calculation gives -4.11 eV. The net charge is +1.

---

The ion C4H8NO2 with charge -1 at a distorted geometry, computed with ωB97M-V with the def2-TZVPD basis set.

XYZ file:
```
15
Properties=species:S:1:pos:R:3
O 0.034 -2.175 2.730
C 0.684 -1.274 2.075
O 1.617 -0.552 2.434
C 0.454 -1.079 0.601
C 0.297 0.351 0.090
C -0.525 0.376 -1.250
N -1.117 1.598 -1.798
H -0.342 -1.658 0.242
H 1.388 -1.439 0.148
H 1.172 1.068 -0.051
H -0.307 0.906 0.861
H 0.106 -0.150 -1.969
H -1.424 -0.342 -1.012
H -1.685 2.193 -1.161
H -0.350 2.177 -1.941
```

Its spin multiplicity is 1. The value obtained for the frontier orbital gap is 7.8 eV. The calculation puts the calculated total energy at -9863.544 eV. The max |F| comes out at 0.07584 Eh/bohr. The value obtained for the energy above the lowest of the compared OMol25 structures with the same formula, charge and spin is 28.7 kcal/mol. For the LUMO energy, the calculation gives 3.82 eV. The net charge is -1.

---

A cluster of 5 separate species, C19H37Cl8N4 in total at a distorted geometry, computed with ωB97M-V with the def2-TZVPD basis set.

XYZ file:
```
68
Properties=species:S:1:pos:R:3
C 0.787 -1.639 2.774
C 1.089 -2.621 1.853
C 1.854 -2.373 0.539
C 1.786 -0.911 0.225
C 2.860 -0.101 0.057
N 2.329 1.157 -0.175
C 1.000 1.117 -0.155
C 0.195 2.367 -0.348
C -1.239 2.376 0.167
N -1.360 1.998 1.570
N 0.633 -0.151 0.074
N -0.668 -0.655 0.149
C -1.285 -0.754 -1.212
C -2.811 -0.752 -1.025
C -3.273 -2.166 -0.585
H -0.256 -1.339 2.872
H 1.527 -1.148 3.404
H 0.726 -3.625 2.079
H 1.475 -3.008 -0.259
H 2.912 -2.594 0.729
H 3.902 -0.348 0.113
H 2.889 1.983 -0.332
H 0.727 3.149 0.197
H 0.228 2.655 -1.400
H -1.574 3.415 0.089
H -1.897 1.823 -0.509
H -0.681 1.296 1.838
H -2.256 1.557 1.734
H -0.598 -1.615 0.475
H -0.953 0.075 -1.834
H -1.002 -1.691 -1.695
H -3.305 -0.393 -1.923
H -2.993 -0.069 -0.195
H -3.677 -2.162 0.427
H -4.046 -2.559 -1.242
H -2.421 -2.847 -0.579
Cl -6.074 -4.151 -0.447
C -5.910 -5.903 -0.157
C -4.726 -6.223 0.719
Cl -3.175 -5.898 -0.102
H -5.837 -6.397 -1.123
H -6.826 -6.233 0.328
H -4.735 -7.280 0.976
H -4.746 -5.644 1.639
Cl 1.339 -2.708 -2.789
C 1.828 -4.277 -3.493
C 0.634 -5.101 -3.897
Cl -0.294 -5.659 -2.481
H 2.444 -4.795 -2.762
H 2.443 -4.057 -4.364
H 0.967 -5.989 -4.432
H -0.038 -4.541 -4.541
Cl 1.296 5.738 -0.268
C 0.638 6.031 1.371
C -0.564 6.939 1.344
Cl -0.130 8.601 0.883
H 1.435 6.445 1.985
H 0.358 5.060 1.781
H -1.006 6.987 2.338
H -1.318 6.581 0.647
Cl 7.157 4.706 1.270
C 5.764 5.678 0.737
C 4.508 5.324 1.488
Cl 3.917 3.685 1.080
H 5.642 5.533 -0.334
H 6.012 6.722 0.918
H 3.713 6.020 1.225
H 4.658 5.361 2.564
```

Its spin multiplicity is 1. The value obtained for the frontier orbital gap is 7.9 eV. The calculation puts the calculated total energy at -126434.615 eV. The max |F| comes out at 0.04729 Eh/bohr. For the LUMO energy, the calculation gives -2.88 eV. The net charge is +1.

---

A structure of composition C39H43AsNO2PPtS at a distorted geometry, computed with ωB97M-V with the def2-TZVPD basis set.

XYZ file:
```
89
Properties=species:S:1:pos:R:3
Pt 0.314 0.154 -0.793
S 0.837 1.987 -2.100
C 2.561 2.199 -1.790
C 3.072 3.485 -1.950
C 4.418 3.724 -1.728
C 5.266 2.691 -1.346
C 4.765 1.411 -1.202
C 3.415 1.162 -1.439
As 2.677 -0.586 -1.233
C 3.972 -1.508 -0.149
C 4.903 -2.360 -0.735
C 5.936 -2.871 0.040
C 6.032 -2.539 1.383
C 5.093 -1.697 1.965
C 4.058 -1.179 1.203
C 2.746 -1.427 -2.958
C 2.879 -0.670 -4.115
C 2.841 -1.299 -5.353
C 2.669 -2.675 -5.432
C 2.540 -3.432 -4.273
C 2.569 -2.808 -3.034
H 2.409 4.292 -2.240
H 4.804 4.728 -1.843
H 6.314 2.883 -1.158
H 5.427 0.602 -0.919
H 4.842 -2.615 -1.784
H 6.670 -3.524 -0.414
H 6.845 -2.934 1.979
H 5.172 -1.439 3.014
H 3.322 -0.518 1.642
H 3.026 0.402 -4.054
H 2.962 -0.716 -6.257
H 2.643 -3.161 -6.398
H 2.418 -4.506 -4.335
H 2.474 -3.398 -2.130
C -7.056 1.777 3.391
C -5.832 1.135 3.985
C -5.946 0.322 5.113
C -4.835 -0.259 5.718
C -3.585 -0.032 5.198
C -3.452 0.780 4.054
N -2.205 0.966 3.477
C -0.993 1.070 4.099
C -0.893 1.406 5.465
C 0.344 1.524 6.061
C 1.500 1.327 5.314
C 1.412 1.043 3.952
C 0.191 0.918 3.325
C 0.172 0.647 1.851
O 1.270 0.594 1.238
O -0.929 0.491 1.240
C -4.575 1.369 3.433
C -4.435 2.287 2.247
H -7.961 1.398 3.861
H -7.127 1.594 2.318
H -7.034 2.860 3.534
H -6.931 0.130 5.522
H -4.957 -0.902 6.578
H -2.716 -0.525 5.610
H -2.112 0.894 2.455
H -1.792 1.620 6.024
H 0.411 1.794 7.106
H 2.470 1.423 5.782
H 2.309 0.925 3.359
H -3.399 2.490 1.981
H -4.910 3.247 2.456
H -4.945 1.871 1.375
C -0.580 -3.024 -2.558
C -1.782 -2.127 -2.262
P -1.348 -0.376 -2.263
C -0.940 0.077 -3.973
C -1.764 -0.608 -5.067
C -2.784 0.588 -1.723
C -4.088 0.317 -2.480
H -0.883 -4.070 -2.555
H 0.198 -2.892 -1.808
H -0.139 -2.804 -3.531
H -2.212 -2.370 -1.287
H -2.565 -2.246 -3.014
H 0.122 -0.142 -4.099
H -1.036 1.163 -4.026
H -1.587 -1.683 -5.094
H -1.467 -0.205 -6.035
H -2.834 -0.439 -4.958
H -2.482 1.635 -1.815
H -2.898 0.389 -0.654
H -4.026 0.641 -3.516
H -4.895 0.877 -2.010
H -4.363 -0.738 -2.460
```

Its spin multiplicity is 1. The value obtained for the frontier orbital gap (spin up / spin down) is 2.5 / 2.6 eV. The calculation puts the calculated total energy at -130921.546 eV. The max |F| comes out at 0.06243 Eh/bohr. The value obtained for the energy above the lowest of the compared OMol25 structures with the same formula, charge and spin is 30.7 kcal/mol. For the LUMO energy (spin up / spin down), the calculation gives -8.85 / -8.85 eV. The net charge is +2.

---

A cluster of 2 separate species, C2H7NO3 in total at a distorted geometry, computed with ωB97M-V with the def2-TZVPD basis set.

XYZ file:
```
13
Properties=species:S:1:pos:R:3
C 1.731 1.437 0.400
N 1.043 0.165 0.689
C 1.163 -0.969 -0.144
O 0.025 -1.285 -0.772
O 2.112 -1.696 -0.222
H 1.158 2.243 0.825
H 1.831 1.597 -0.668
H 2.718 1.441 0.855
H 1.118 -0.029 1.676
H -0.638 -0.607 -0.600
H -3.623 -0.423 -0.149
H -4.795 -0.872 -0.993
O -3.845 -1.002 -0.897
```

Its spin multiplicity is 1. The value obtained for the frontier orbital gap is 10.0 eV. The calculation puts the calculated total energy at -9819.880 eV. The max |F| comes out at 0.02932 Eh/bohr. The value obtained for the energy above the lowest of the compared OMol25 structures with the same formula, charge and spin is 24.9 kcal/mol. For the LUMO energy, the calculation gives 0.44 eV.

---

A structure of composition C3H4O2, computed with ωB97M-V with the def2-TZVPD basis set.

XYZ file:
```
9
Properties=species:S:1:pos:R:3
O 0.290 -1.193 1.333
C -0.348 -0.707 0.307
C -0.524 0.742 0.640
O 0.112 1.298 -0.344
C 0.544 -0.031 -0.844
H -0.758 1.343 1.519
H -1.248 -1.192 -0.116
H 0.332 -0.159 -1.905
H 1.599 -0.101 -0.590
```

Its spin multiplicity is 1. The value obtained for the frontier orbital gap (spin up / spin down) is 8.2 / 8.2 eV. The calculation puts the calculated total energy at -7266.480 eV. The max |F| comes out at 0.01187 Eh/bohr. The value obtained for the energy above the lowest of the compared OMol25 structures with the same formula, charge and spin is 97.0 kcal/mol. For the LUMO energy (spin up / spin down), the calculation gives -0.52 / -0.52 eV.